No. 1
114
Properties=species:S:1:pos:R:3 method="wB97M-V/def2-TZVPD" spin_multiplicity=1 charge=-2 fmax_ha_per_bohr=0.016 e_tot_ha=-14427.16689
Se 0.972 -0.351 -4.682
Se -1.434 1.776 -2.740
Se 2.123 2.105 -1.167
Ge -4.062 2.491 1.306
Cl 0.892 -3.319 2.250
Cl -1.289 -5.060 3.194
S -2.127 2.123 0.612
Na -0.043 0.107 0.055
F -4.905 5.364 2.645
F -5.512 7.671 1.451
F -4.662 3.253 -1.590
F -5.282 5.583 -2.773
F -6.939 2.433 -0.340
F -8.563 0.382 -0.831
F -5.368 2.453 7.341
F -7.350 2.741 5.472
F -5.780 -2.460 1.717
F -5.712 7.811 -1.266
F -6.735 2.867 2.871
F -2.139 2.397 3.953
F -2.767 2.274 6.531
F -4.098 -0.425 2.147
F -8.033 -2.085 0.209
O -0.583 -0.369 2.065
N 6.812 2.799 -0.953
N 0.462 0.916 3.610
N 2.523 -0.321 2.198
C -5.179 5.510 -1.438
C -7.183 -1.065 0.426
C 3.629 -0.953 1.821
C 4.888 1.066 1.752
C 4.539 -4.923 -0.446
C 5.923 3.738 -0.618
C -1.643 -2.938 -2.784
C 3.743 1.733 2.150
C -5.398 6.644 -0.672
C -5.062 2.501 6.027
C 0.641 1.563 -4.789
C 3.895 -2.673 -0.993
C -4.985 5.355 1.298
C 2.583 0.999 2.354
C -5.301 6.570 0.705
C -6.067 2.642 5.081
C -0.841 1.847 -4.606
C 4.832 -0.309 1.585
C -0.416 -0.035 3.230
C -5.717 2.689 3.742
C -2.959 0.596 -2.958
C -2.079 -2.170 -0.523
C 3.985 2.378 -1.114
C 6.276 1.656 -1.389
C 1.522 -2.005 -1.332
C -4.754 4.203 0.573
C 4.923 1.405 -1.485
C -5.413 1.083 0.884
C -3.743 2.415 5.613
C 2.876 -0.222 -4.334
C 0.232 -2.236 -1.400
C 3.200 -5.297 -0.497
C -6.574 1.233 0.148
C -3.442 2.473 4.258
C -3.411 -2.449 -0.723
C -7.448 0.187 -0.105
C -4.859 4.319 -0.805
C 2.222 -4.367 -0.792
C -1.161 -0.716 4.348
C 1.271 1.674 2.682
C -5.185 -0.184 1.391
C 4.553 3.586 -0.683
C -6.043 -1.253 1.190
C -1.091 -2.432 -1.544
C 4.882 -3.603 -0.700
C -0.769 -3.827 2.003
C -2.978 -3.205 -2.929
C -4.416 2.589 3.283
C 2.550 -3.033 -1.035
C -3.914 -2.975 -1.912
H -1.146 -0.149 5.276
H 1.229 2.041 -4.003
H 3.903 4.400 -0.386
H -1.777 -1.726 0.416
H 5.690 -0.872 1.246
H 3.728 2.810 2.245
H 5.796 1.612 1.531
H -3.693 1.042 -3.626
H 3.540 -2.023 1.671
H -1.066 2.853 -4.969
H -3.389 0.478 -1.965
H 5.920 -3.293 -0.665
H -1.413 -2.961 2.126
H 5.303 -5.653 -0.210
H -0.964 -3.128 -3.606
H 1.958 -1.022 -1.534
H 1.439 2.671 3.094
H 3.415 0.154 -5.200
H -1.458 1.149 -5.179
H 3.020 0.430 -3.474
H 0.978 1.933 -5.762
H 6.336 4.681 -0.273
H 0.693 1.840 1.768
H 6.981 0.880 -1.675
H 3.226 -1.225 -4.092
H -3.315 -3.600 -3.883
H 0.481 1.166 4.584
H -4.965 -3.183 -2.044
H 4.582 0.441 -1.835
H -0.872 -4.247 1.007
H 1.175 -4.642 -0.832
H -2.186 -0.876 4.030
H -4.094 -2.237 0.092
H -2.635 -0.384 -3.306
H 2.918 -6.323 -0.297
H -0.699 -1.688 4.521
H 4.157 -1.638 -1.172

---

No. 2
8
Properties=species:S:1:pos:R:3 method="wB97M-V/def2-TZVPD" spin_multiplicity=1 smiles="N=C=O.O=PO" charge=0 fmax_ha_per_bohr=0.072 e_tot_ha=-661.16582
P -3.158 -0.018 -0.484
O 0.571 0.602 -0.428
O -3.291 -1.446 -0.521
O -2.599 0.197 0.999
N 0.166 -0.485 1.578
C 0.359 -0.078 0.494
H -0.600 -0.835 2.172
H -2.184 0.926 1.420

---

No. 3
143
Properties=species:S:1:pos:R:3 method="wB97M-V/def2-TZVPD" spin_multiplicity=5 s2=6.064 charge=-1 fmax_ha_per_bohr=0.025 e_tot_ha=-5812.46273
Te 1.059 -1.633 1.005
Cr 0.407 1.586 0.813
Cl -3.614 -0.413 3.598
P -1.059 0.689 -2.705
Si 0.748 4.147 0.390
Si 2.912 -4.766 0.727
Si -0.524 -5.207 -0.743
Si 0.676 -4.076 0.934
Si -0.170 -4.899 2.941
O 0.311 1.620 3.176
O -0.251 1.202 -1.553
N 2.400 1.335 0.573
N 2.253 0.641 3.752
C 2.521 5.046 0.458
C 3.548 4.195 -0.313
C -2.781 4.043 -4.165
C -5.611 0.894 2.349
C -6.203 1.705 1.384
C 3.974 -3.880 2.000
C -0.045 5.720 2.729
C -1.981 0.915 1.328
C -1.920 -4.333 3.278
C 0.179 -0.279 4.613
C -4.250 0.649 2.340
C -1.534 1.994 -3.867
C -3.348 1.183 1.373
C 3.315 -6.596 0.973
C 0.894 0.727 3.770
C 3.103 5.264 1.866
C -5.367 2.258 0.407
C -0.209 -4.561 -2.468
C 1.150 -0.888 -3.162
C 3.313 1.128 1.528
C 0.250 -1.873 -5.602
C -0.549 5.252 1.357
C -3.702 -1.399 -0.529
C -2.225 4.198 -5.428
C -1.315 3.269 -5.902
C 3.969 0.541 -1.055
C -2.433 2.948 -3.388
C 2.753 1.086 -0.694
C 0.070 -6.998 -0.778
C 4.552 0.575 1.238
C -1.783 4.381 1.596
C -4.988 -0.358 -2.279
C -0.556 -1.027 -4.853
C -3.828 0.178 -2.816
C -0.094 -0.510 -3.642
C -2.392 -5.334 -0.566
C 1.519 -2.205 -5.141
C 4.883 0.253 -0.064
C -1.025 6.482 0.566
C -4.926 -1.124 -1.121
C 3.552 -4.282 -0.972
C 1.962 -1.725 -3.920
C -0.192 -6.786 2.944
C 3.009 1.576 2.937
C -2.595 -0.082 -2.211
C 2.497 6.415 -0.237
C -4.014 2.006 0.401
C 0.324 4.473 -1.435
C -2.531 -0.903 -1.085
C 0.893 -4.363 4.388
C -0.965 2.172 -5.122
H 3.921 -2.795 1.852
H -2.730 -6.237 -1.086
H -3.887 0.811 -3.693
H 0.691 -1.243 4.589
H 0.731 -7.206 2.527
H 4.476 4.772 -0.449
H -2.862 2.829 -2.398
H -0.840 -0.385 4.249
H -0.624 3.998 -1.685
H 2.933 -2.023 -3.538
H 2.150 -2.864 -5.727
H 3.626 -4.094 3.018
H 0.153 0.088 5.644
H -0.896 6.073 3.332
H 1.128 -7.066 -1.054
H 5.018 -4.207 1.917
H 2.813 -7.246 0.250
H 0.663 6.549 2.648
H 3.490 6.885 -0.155
H -6.215 0.440 3.126
H -5.791 2.894 -0.368
H -0.590 -5.280 -3.205
H -2.613 -4.717 2.520
H 0.436 4.906 3.288
H -2.498 5.049 -6.040
H -1.028 -7.165 2.343
H 2.656 -0.264 3.937
H 2.005 1.350 -1.432
H -2.896 -4.470 -1.008
H -0.054 -7.504 0.187
H -1.549 -0.769 -5.207
H -3.399 2.430 -0.388
H -3.474 4.781 -3.777
H -1.506 1.197 0.403
H -2.177 3.979 0.658
H 1.081 4.023 -2.096
H -0.237 1.463 -5.494
H 3.350 -3.219 -1.156
H -1.578 3.531 2.249
H 1.006 -3.272 4.395
H 2.971 4.398 2.524
H 1.896 -4.802 4.330
H -0.714 -3.601 -2.633
H -1.749 7.053 1.169
H -1.532 6.187 -0.360
H 1.465 -0.549 -2.183
H 3.817 3.281 0.224
H -0.510 -7.547 -1.530
H -7.269 1.899 1.398
H 3.188 3.911 -1.310
H 0.860 -4.409 -2.656
H 2.654 6.120 2.367
H 4.186 5.461 1.794
H 4.397 -6.747 0.870
H 4.180 0.353 -2.101
H -1.564 0.107 1.905
H -2.587 4.983 2.053
H 1.774 7.098 0.214
H -0.309 -7.168 3.965
H 4.633 -4.456 -1.044
H -2.000 -3.238 3.277
H -0.110 -2.273 -6.542
H -2.719 -5.405 0.480
H -1.577 -1.093 -0.598
H -0.868 3.397 -6.881
H -5.946 -0.143 -2.739
H 3.060 -4.864 -1.763
H -3.652 -1.974 0.389
H 5.254 0.419 2.048
H -2.252 -4.698 4.257
H -5.841 -1.481 -0.662
H 0.435 -4.671 5.334
H 3.950 1.797 3.436
H 2.262 6.328 -1.302
H -0.214 7.163 0.295
H 3.024 -6.931 1.976
H 0.248 5.539 -1.679
H 5.842 -0.194 -0.299
H 2.416 2.484 2.886

---

No. 4
12
Properties=species:S:1:pos:R:3 method="wB97M-V/def2-TZVPD" spin_multiplicity=1 smiles="CCc1cc1=O" charge=0 fmax_ha_per_bohr=0.028 e_tot_ha=-269.20128
O -2.332 -1.171 -0.296
C 0.117 -1.424 -1.783
C 0.597 0.608 1.394
C -1.263 -0.918 -0.724
C -0.020 -0.421 -0.836
C 0.592 0.741 -0.133
H 1.101 -0.309 1.713
H -0.420 0.596 1.803
H -1.000 -1.716 -2.041
H 1.580 0.986 -0.522
H 1.125 1.460 1.832
H -0.078 1.568 -0.407

---

No. 5
68
Properties=species:S:1:pos:R:3 method="wB97M-V/def2-TZVPD" spin_multiplicity=1 charge=+2 fmax_ha_per_bohr=0.031 e_tot_ha=-2996.57450
Ta 0.672 0.562 -0.406
Cl -4.549 -3.844 -0.849
Cl -4.656 -2.852 2.134
P 3.235 0.295 0.617
O 4.524 -0.171 -0.041
O 2.079 -0.746 0.409
O 3.583 0.499 2.104
O 2.552 1.524 -0.089
O -2.349 1.704 2.237
O -1.718 -0.743 -3.612
N 1.447 0.316 -2.511
N 0.147 2.641 -0.076
N -0.805 -0.356 -1.518
N -0.981 0.506 0.780
C 0.808 3.676 -0.636
C 2.126 0.198 -5.202
C 2.915 1.123 3.286
C -0.505 5.231 0.613
C -1.856 -0.571 0.563
C 2.721 0.507 -2.903
C -2.639 -2.027 -1.209
C -3.521 -2.596 -0.317
C 0.528 0.023 -3.459
C 1.429 0.857 3.243
C -2.736 -1.133 1.464
C 6.003 0.157 0.195
C 3.221 2.607 3.237
C 6.464 -0.675 1.370
C -0.804 -0.403 -2.917
C -0.820 2.891 0.843
C 6.122 1.649 0.429
C 3.560 0.441 4.475
C 0.815 -0.027 -4.801
C 3.090 0.441 -4.234
C -1.165 4.166 1.216
C -1.798 -1.009 -0.765
C -1.482 1.659 1.415
C 0.490 4.981 -0.323
C 6.653 -0.273 -1.100
C -3.572 -2.149 1.032
H 4.129 0.585 -4.493
H 4.295 2.782 3.296
H 3.343 -0.627 4.472
H -1.942 4.307 1.955
H 3.454 0.724 -2.146
H 2.750 3.106 4.085
H 1.205 -0.203 3.126
H 6.260 0.302 -1.940
H 5.956 -0.386 2.288
H 4.641 0.581 4.454
H 1.595 3.428 -1.334
H 6.293 -1.735 1.181
H 3.177 0.873 5.399
H -0.764 6.248 0.878
H 7.534 -0.522 1.508
H 5.635 1.950 1.357
H 0.974 1.435 2.437
H 5.695 2.211 -0.404
H 6.494 -1.336 -1.280
H 2.842 3.052 2.312
H 1.025 5.788 -0.803
H 0.024 -0.268 -5.497
H 0.971 1.211 4.166
H -2.620 -2.360 -2.235
H 2.390 0.162 -6.251
H 7.178 1.905 0.505
H 7.725 -0.090 -1.041
H -2.790 -0.784 2.484

---

No. 6
15
Properties=species:S:1:pos:R:3 method="wB97M-V/def2-TZVPD" spin_multiplicity=1 charge=0 fmax_ha_per_bohr=0.100 e_tot_ha=-701.75968
F 0.739 -0.276 1.767
F -0.275 1.437 2.706
F 1.788 1.975 0.014
F 1.881 1.291 2.628
N 0.304 -0.874 -1.369
N -1.579 -0.298 -0.469
C 0.739 1.074 1.918
C -0.587 -1.782 -1.811
C -0.331 0.022 -0.662
C -1.727 -1.529 -1.119
C 0.604 1.839 0.656
H 1.313 -1.085 -1.613
H -2.712 -1.918 -1.066
H 0.060 2.853 0.637
H -0.217 -2.729 -2.218

---

No. 7
57
Properties=species:S:1:pos:R:3 method="wB97M-V/def2-TZVPD" spin_multiplicity=1 charge=-1 fmax_ha_per_bohr=0.053 e_tot_ha=-2095.25515
Ca -0.144 0.306 2.524
F 1.081 -4.554 3.041
F 3.022 -3.537 3.203
F 1.988 -4.224 5.006
O 0.488 -1.228 -4.725
O 0.766 -1.902 5.018
O 0.850 -1.726 2.776
O -0.325 0.497 0.391
C -2.377 -0.589 2.365
C -1.040 2.724 -0.370
C 1.059 -2.275 3.869
C -1.711 -0.016 4.506
C 1.809 -3.688 3.793
C -0.930 1.253 -0.702
C -2.178 1.158 3.863
C 2.170 0.995 2.762
C 0.625 2.705 2.952
C -2.589 0.816 2.541
C -1.838 -1.103 3.587
C 1.418 -1.466 -6.981
C 0.690 2.025 4.199
C 1.630 0.956 4.084
C 1.553 2.080 2.067
C 0.202 -0.518 -7.051
C 0.042 -0.130 -5.574
C 1.183 -2.158 -5.628
C 0.217 0.844 -1.665
C 0.711 -0.061 -0.540
C -2.263 0.634 -1.065
H -1.554 3.249 -1.192
H 0.896 1.674 -1.876
H 1.849 0.191 4.844
H 2.120 -2.476 -5.136
H -1.002 0.111 -5.295
H -2.574 0.981 -2.063
H 0.079 2.237 5.089
H 2.882 0.272 2.332
H -0.103 0.333 -2.569
H -2.982 1.517 1.786
H -3.048 0.921 -0.347
H -0.042 3.544 2.695
H -1.630 2.876 0.551
H -2.172 2.178 4.278
H -2.186 -0.462 -1.082
H 1.743 2.354 1.017
H 1.724 0.125 -0.152
H 0.349 0.336 -7.704
H -1.265 -0.092 5.510
H -1.514 -2.141 3.756
H 0.554 -3.068 -5.774
H -0.050 3.176 -0.232
H 0.661 0.772 -5.348
H -0.682 -1.089 -7.369
H 1.477 -2.159 -7.815
H 2.338 -0.865 -6.925
H 0.530 -1.138 -0.664
H -2.508 -1.171 1.438

---

No. 8
17
Properties=species:S:1:pos:R:3 method="wB97M-V/def2-TZVPD" spin_multiplicity=1 charge=+1 fmax_ha_per_bohr=0.122 e_tot_ha=-790.67039
S -2.871 -0.475 0.637
N -1.718 -0.116 -0.758
N 0.396 2.388 0.359
N 1.534 -2.271 0.220
N -0.916 0.973 -0.818
N -0.546 -1.708 -0.650
C 0.163 1.087 0.065
C 0.547 -1.448 -0.014
C 0.721 -0.054 0.558
H 1.171 2.646 1.004
H -2.486 -1.752 0.646
H -2.284 -0.522 -1.457
H -0.085 3.123 -0.182
H -1.263 1.864 -1.092
H 1.187 -3.209 0.106
H 1.611 0.166 1.257
H 2.065 -1.913 1.018

---

It is found that the relative energy (zero: lowest compared OMol25 entry of this formula, charge and spin) values, taken in the order of the records, are 26.37; 26.44; 0.00; 380.59; 0.00; 324.89; 0.00; 385.85 kJ/mol.